(1)
Below is 2 unconnected molecules or ions with the total composition C21H22IO6 in a non-equilibrium geometry, with properties calculated with ωB97M-V with the def2-TZVPD basis set.

Geometry as ORCA input:
```
! wB97M-V def2-TZVPD RIJCOSX def2/J DEFGRID3
* xyz 1 1
I 1.00997 -0.84326 -1.10948
O 3.45144 1.73413 1.22272
O -3.30814 -2.11879 -4.24016
O 3.34699 -0.45587 0.90640
O 2.04702 3.20025 0.03860
O 1.36650 2.26610 -1.87790
O -1.28062 1.18786 0.84337
C 1.97473 -3.28328 0.37049
C -3.31296 -1.34284 -1.92594
C -3.00455 -1.18376 -3.29906
C -1.81700 0.49121 -1.38816
C -1.64417 0.73623 -2.77603
C 1.43285 -3.99269 2.62070
C 1.65803 2.87479 2.43190
C -1.05920 1.28584 -0.44558
C 2.79159 0.61621 0.76892
C 0.24151 -2.11697 1.62065
C 0.44835 -3.00062 2.69715
C -1.87219 2.27898 1.56756
C 2.68564 2.95422 1.32602
C -2.27001 -0.04033 -3.71643
C -2.69646 -0.53974 -0.98779
C 3.74225 4.04389 1.53270
C 1.03338 -2.26430 0.48838
C -3.94944 -3.34329 -3.80621
C 2.19105 -4.14553 1.45085
C 1.50269 0.83767 0.04194
C 1.64580 2.10787 -0.69872
H -0.50536 -1.32650 1.67252
H -1.07637 2.94331 1.91551
H 2.12125 2.50386 3.35474
H -3.83966 -4.03083 -4.64200
H 0.82721 2.21346 2.16004
H -2.17430 0.15455 -4.78242
H -4.00368 -2.12646 -1.60040
H 4.30786 4.15953 0.60394
H -2.36282 1.80884 2.42138
H -2.57783 2.83615 0.93636
H 2.95382 -4.92284 1.37245
H 4.42154 3.73423 2.32919
H -5.01182 -3.15463 -3.61519
H 1.61670 -4.65407 3.47361
H -2.91332 -0.68448 0.07007
H -0.16187 -2.89962 3.59568
H 3.27477 4.99316 1.79752
H 1.26479 3.88063 2.62919
H 2.55268 -3.37645 -0.54641
H -3.46580 -3.76325 -2.91712
H -0.98866 1.55825 -3.06271
H -0.61417 2.20918 -0.82282
*
```

## Properties
* Kohn-Sham gap: 6.3 eV
* energy relative to the best compared isomer or geometry (same formula, charge and spin): 129.8 kJ/mol

Löwdin atomic charge list, values in e, 2 entries: 1.818, 0.071

=====

(2)
Below is C21H22N2O2S in the gas phase, with properties calculated with ωB97M-V with the def2-TZVPD basis set.

Geometry as ORCA input:
```
! wB97M-V def2-TZVPD RIJCOSX def2/J DEFGRID3
* xyz 0 1
S 1.70809 2.84081 -0.81193
O -5.82008 -0.03857 0.69701
O -0.00610 2.26895 1.41712
N 2.97186 -1.29650 0.29117
N 1.37424 0.25980 -0.46074
C -2.51597 1.07454 1.59423
C 0.76327 -2.08630 -0.30232
C 1.15108 -3.29809 0.54346
C -4.11119 1.03391 -0.66865
C -0.06717 2.51027 -0.95728
C -4.59528 0.50928 0.52876
C 3.58165 1.02742 0.04823
C -6.69798 -0.10401 -0.40281
C 4.56065 2.02559 0.15401
C -3.77779 0.53978 1.66422
C 5.81842 1.69941 0.58611
C -0.63162 -1.59661 0.08898
C 0.77945 -2.46372 -1.79055
C 1.77735 -0.98056 -0.12242
C -0.64227 2.12867 0.39938
C 2.24232 1.23295 -0.37287
C -2.01581 1.59051 0.39282
C 5.19446 -0.61772 0.83141
C -2.83711 1.56445 -0.73182
C 6.13255 0.37467 0.92434
C 3.89302 -0.31464 0.38898
H 6.57734 2.46273 0.67222
H 1.14107 -3.03892 1.59894
H -0.20367 1.71044 -1.68289
H -0.52008 3.43491 -1.31642
H -6.28038 -0.70848 -1.21383
H -6.94425 0.89357 -0.77943
H -7.60259 -0.58011 -0.02840
H -0.93923 -0.77147 -0.54652
H 2.15148 -3.63133 0.28547
H 0.44793 -4.11056 0.37420
H 1.76498 -2.82394 -2.07706
H -2.49611 1.96833 -1.67265
H 4.29818 3.04070 -0.10756
H 5.41880 -1.64088 1.08842
H -0.63942 -1.25218 1.12026
H -1.35256 -2.40487 -0.01295
H -4.72097 1.03340 -1.55844
H -1.87967 1.10374 2.46569
H 7.13141 0.14203 1.26438
H 0.05040 -3.24755 -1.98405
H 0.53397 -1.59875 -2.40304
H -4.16668 0.13489 2.58484
*
```

## Properties
* Kohn-Sham gap: 8.6 eV
* energy relative to the best compared isomer or geometry (same formula, charge and spin): 6.1 kJ/mol
* structure (SMILES): COc1ccc(C(=O)CSc2nc(C(C)(C)C)nc3ccccc23)cc1

Löwdin atomic charge list, values in e, 2 entries: 1.020, -0.073

=====

(3)
Below is C21H22N2O5 in the gas phase in a non-equilibrium geometry, with properties calculated with ωB97M-V with the def2-TZVPD basis set.

Geometry as ORCA input:
```
! wB97M-V def2-TZVPD RIJCOSX def2/J DEFGRID3
* xyz 0 1
O 6.35565 -0.16819 0.91512
O 2.45574 3.45721 -1.24033
O -0.16750 -0.00376 2.23590
O -5.69020 -0.87136 -0.87385
O 6.20243 -2.44118 0.44967
N 1.46502 1.31483 -0.90660
N -1.18302 1.53458 0.62382
C -2.36348 0.67248 0.51732
C -6.00642 -2.33364 -0.63539
C 0.66468 2.91220 0.68088
C 1.58502 2.49764 -0.54726
C 2.23943 0.77530 -1.87537
C -6.48507 -2.62006 0.90176
C 5.28452 -0.63416 0.02134
C 5.30307 -1.81393 -0.14706
C 6.94128 -1.24296 1.14178
C -4.55055 0.94071 -0.65803
C -3.35034 1.55982 -0.30613
C 3.27180 -1.53832 -1.36047
C -0.13732 0.78695 1.50440
C 3.38212 -0.09828 -1.33146
C -2.48339 -0.66301 0.53638
C 4.41032 0.54393 -0.62235
C 0.92428 2.00248 1.62638
C -3.57892 -1.37743 -0.04158
C 4.25487 -2.25992 -1.15662
C -4.60192 -0.49572 -0.44692
C -0.77272 2.80854 0.24807
H 1.74591 0.13699 -2.47554
H -5.27552 1.43925 -0.98548
H 0.68219 2.50469 2.72724
H -7.24493 -2.14485 1.15148
H -6.78970 -3.57289 0.81277
H 1.77920 1.62339 2.03114
H 2.60598 -1.82422 -2.11256
H 2.86770 1.52178 -2.71706
H -1.67972 -1.30754 0.92926
H -3.31059 2.80742 -0.27972
H -3.77989 -2.20731 0.16493
H 7.95643 -1.48194 0.83033
H 4.18494 -3.56586 -1.03092
H 6.93490 -1.44084 2.30663
H 4.34175 1.41592 -0.36086
H -5.83461 -2.34616 1.53478
H -6.93618 -2.61879 -1.24056
H -1.06989 2.95745 -0.74602
H 1.00434 3.82281 0.83744
H -5.17804 -3.03161 -0.97313
H -1.27222 3.44775 0.90924
H 0.89859 0.61983 -0.56679
*
```

## Properties
* Kohn-Sham gap: 7.9 eV
* energy relative to the best compared isomer or geometry (same formula, charge and spin): 2053.0 kJ/mol
* structure (SMILES): CCOc1ccc(N2C[C@H](C(=O)NCc3ccc4c(c3)OCO4)CC2=O)cc1

Löwdin atomic charge list, values in e, 2 entries: 0.067, -0.150

=====

(4)
Below is C21H22N2O5S in the gas phase in a non-equilibrium geometry, with properties calculated with ωB97M-V with the def2-TZVPD basis set.

Geometry as ORCA input:
```
! wB97M-V def2-TZVPD RIJCOSX def2/J DEFGRID3
* xyz 0 1
S -1.02694 -1.23878 0.11780
O 1.94668 4.50718 0.36114
O -0.38116 -1.06130 1.38339
O 2.66919 -0.65831 0.81708
O 2.60791 -1.45576 -2.63717
O -1.18358 -2.59422 -0.34738
N -0.22960 -0.40775 -1.10338
N 1.65431 -2.63390 -0.95484
C -3.29684 -0.20909 -1.02841
C -2.65639 -0.50345 0.15938
C 1.63409 -1.76392 -1.98161
C 2.71613 -1.00093 3.00987
C 0.32021 2.83271 0.55522
C 2.83918 -1.98339 1.02052
C 2.87045 -2.24857 2.35700
C 1.50290 1.29924 -1.41035
C 2.59162 -0.07655 2.02188
C 0.23796 -1.17476 -2.24220
C -5.22077 0.54224 0.21861
C -4.57608 0.31614 -0.99423
C 1.47683 3.29960 -0.06871
C -0.23482 1.62252 0.20034
C 0.35841 0.82665 -0.77873
C -6.61400 1.08806 0.24657
C -3.27709 -0.29336 1.37590
C 2.86730 -2.86070 -0.19141
C -4.55728 0.23120 1.40131
C 2.05366 2.52176 -1.06332
C 3.11824 5.01442 -0.22985
H -2.74211 -0.53379 2.28127
H -0.47667 -1.98540 -2.39474
H 0.26863 -0.53261 -3.12620
H 2.98577 5.18673 -1.30295
H 2.93839 -3.90870 0.10471
H -6.78464 1.76059 -0.59033
H 0.78120 -2.82257 -0.47728
H -2.78997 -0.38516 -1.96380
H 2.94572 2.84276 -1.57688
H 2.43879 0.98407 2.04061
H 2.69309 -0.82595 4.06563
H -1.12863 1.28812 0.69878
H -6.80559 1.61934 1.17514
H 3.30999 5.96502 0.26561
H 3.97083 4.34608 -0.07217
H 3.70394 -2.59982 -0.84763
H 1.99720 0.72059 -2.17136
H -5.04701 0.40086 2.34866
H -0.13270 3.44052 1.32226
H -5.08222 0.55369 -1.91819
H -7.33102 0.27025 0.17160
H 2.99126 -3.20743 2.81801
*
```

## Properties
* Kohn-Sham gap: 8.6 eV
* energy relative to the best compared isomer or geometry (same formula, charge and spin): 219.4 kJ/mol
* structure (SMILES): COc1ccc(N(CC(=O)NCc2ccco2)S(=O)(=O)c2ccc(C)cc2)cc1

Löwdin atomic charge list, values in e, 2 entries: 0.701, -0.088